C7H16N2O6 | ωB97M-V with the def2-TZVPD basis set

Each line ends with the natural charge from an NBO analysis.
CARTESIAN COORDINATES (ANGSTROEM)
C1 -2.913 0.418 0.356  -0.22
C2 -3.287 -0.920 -0.228  0.80
C3 -2.187 1.295 -0.679  -0.03
C4 2.984 -0.198 0.354  -0.21
C5 1.964 -1.228 0.189  0.78
C6 2.471 1.206 0.184  0.09
C7 1.880 1.527 -1.156  -0.64
H1 -1.274 0.799 1.408  0.34
H2 -1.586 -0.674 1.412  0.37
H3 -3.686 0.952 0.786  0.21
H4 -1.008 0.738 -1.014  0.16
H5 -2.955 1.553 -1.433  0.17
H6 -2.665 3.146 -0.151  0.46
H7 -2.595 -2.745 0.094  0.50
H8 3.970 -0.073 -1.283  0.33
H9 4.844 -0.284 -0.226  0.33
H10 3.327 -0.275 1.331  0.23
H11 3.285 1.780 0.279  0.17
H12 1.013 0.838 1.294  0.47
H13 1.366 2.619 -1.180  0.25
H14 2.558 1.483 -1.993  0.21
H15 1.012 0.811 -1.389  0.20
H16 1.669 -2.766 -0.549  0.49
N1 -1.937 0.164 1.433  -0.81
N2 4.087 -0.505 -0.556  -0.74
O1 -4.168 -1.092 -1.040  -0.56
O2 -1.758 2.534 -0.275  -0.71
O3 -2.405 -1.829 0.344  -0.71
O4 0.928 -1.343 0.798  -0.63
O5 1.636 1.543 1.227  -0.69
O6 2.295 -2.077 -0.759  -0.63

The HOMO energy comes out at -8.94 eV. The energy above the lowest of the compared OMol25 structures with the same formula, charge and spin comes out at 99.7 kcal per mole.

---

C16H14BF5MoN6S | ωB97M-V with the def2-TZVPD basis set

Each line ends with the natural charge from an NBO analysis.
CARTESIAN COORDINATES (ANGSTROEM)
H1 -0.972 -0.183 3.164  0.27
N1 -0.512 -1.310 1.392  -0.38
B1 -0.353 -3.296 -0.304  0.52
N2 -0.604 -2.696 1.098  -0.30
C1 -0.928 -3.319 2.219  0.12
Mo1 -0.056 -0.140 -0.138  1.49
H2 -1.001 -4.396 2.203  0.27
C2 -1.107 -2.419 3.246  -0.30
H3 -1.356 -2.665 4.279  0.29
C3 -0.887 -1.173 2.725  0.05
H4 -0.612 -4.478 -0.342  0.03
C4 1.807 2.886 -1.728  -0.85
H5 1.940 3.970 -1.668  0.26
H6 0.921 2.627 -2.340  0.21
H7 2.732 2.499 -2.161  0.24
N3 1.118 -3.007 -0.570  -0.34
N4 -1.157 -2.517 -1.406  -0.31
N5 1.628 -1.708 -0.586  -0.45
N6 -1.221 -1.086 -1.480  -0.39
C5 2.048 -3.932 -0.836  0.07
C6 -1.888 -3.014 -2.403  0.11
H8 1.830 -4.993 -0.890  0.26
H9 -1.891 -4.092 -2.520  0.27
C7 3.248 -3.272 -1.016  -0.31
C8 -2.495 -1.993 -3.113  -0.30
C9 2.967 -1.910 -0.855  0.04
C10 -2.111 -0.795 -2.513  0.05
H10 4.206 -3.708 -1.203  0.27
H11 -3.140 -2.099 -3.973  0.28
H12 3.693 -1.130 -0.930  0.24
H13 -2.372 0.252 -2.676  0.26
H14 1.573 2.431 -0.742  0.15
F1 1.023 6.467 2.145  -0.25
C11 0.306 5.391 1.758  0.33
C12 -0.065 4.416 2.702  0.33
F2 0.305 4.554 4.003  -0.26
C13 -0.794 3.294 2.291  0.34
F3 -1.154 2.379 3.251  -0.30
C14 -1.106 3.063 0.923  -0.35
S1 -1.655 1.464 0.333  0.25
C15 -0.852 4.141 0.028  0.37
F4 -1.251 4.055 -1.286  -0.29
C16 -0.104 5.259 0.420  0.28
F5 0.299 6.181 -0.501  -0.26

The HOMO energy (spin up / spin down) comes out at -15.40 / -15.41 eV. The energy above the lowest of the compared OMol25 structures with the same formula, charge and spin comes out at 26.3 kcal per mole. The net charge is +2. Its spin multiplicity is 3.

---

C10H8NO3S | ωB97M-V with the def2-TZVPD basis set

Each line ends with the natural charge from an NBO analysis.
CARTESIAN COORDINATES (ANGSTROEM)
H1 5.332 -1.079 -1.767  0.33
N1 4.918 -1.102 -0.890  -0.74
C1 4.178 -0.116 -0.711  0.45
O1 3.387 -0.043 0.293  -0.55
C2 2.785 1.261 0.447  0.65
O2 3.602 2.165 0.533  -0.70
C3 1.423 1.198 0.344  -0.49
S1 0.378 2.672 0.357  0.28
C4 -0.982 1.658 0.095  -0.14
C5 -2.294 2.158 -0.321  -0.24
C6 -3.270 1.168 -0.549  -0.22
C7 -3.026 -0.194 -0.350  -0.27
C8 -1.754 -0.597 0.119  -0.17
C9 -0.774 0.304 0.357  -0.09
C10 0.578 0.101 0.992  0.08
O3 1.021 -1.216 0.955  -0.74
H2 4.067 0.711 -1.464  0.13
H3 -2.482 3.158 -0.509  0.20
H4 -4.258 1.504 -0.819  0.19
H5 -3.712 -0.946 -0.717  0.20
H6 -1.594 -1.707 0.359  0.22
H7 0.489 0.281 2.062  0.14
H8 1.999 -1.154 0.923  0.50

The HOMO energy comes out at -3.32 eV. The energy above the lowest of the compared OMol25 structures with the same formula, charge and spin comes out at 0.0 kcal per mole. The net charge is -1. Its SMILES is [H]/N=C/O/C([O-])=C1/Sc2ccccc2[C@H]1O.

---

C13H48InO21 | ωB97M-V with the def2-TZVPD basis set

Each line ends with the Mulliken charge.
CARTESIAN COORDINATES (ANGSTROEM)
In1 5.284 -7.451 -0.367  1.00
C1 -0.246 -0.274 1.214  -0.18
C2 -0.088 1.040 1.606  0.28
C3 1.280 1.703 1.601  0.42
O1 1.448 2.973 1.761  -0.54
C4 2.436 0.997 1.457  -0.16
C5 2.374 -0.422 1.194  0.29
C6 0.895 -1.096 0.901  0.40
O2 0.892 -2.280 0.751  -0.48
O3 3.336 -1.141 1.084  -0.52
O4 -1.236 1.635 1.897  -0.53
H1 -1.204 -0.731 1.017  0.51
H2 3.347 1.570 1.365  0.51
C7 -4.553 -1.675 -9.665  -0.77
O5 -4.374 -1.017 -8.426  -0.27
C8 -4.666 -1.843 -7.301  -0.53
C9 -4.711 -0.857 -6.127  -0.60
O6 -5.596 0.161 -6.283  -0.30
C10 -5.533 1.222 -5.398  -0.78
H3 -4.059 -2.632 -9.832  0.31
H4 -4.280 -1.032 -10.502  0.24
H5 -5.560 -2.088 -9.597  0.33
H6 -3.911 -2.575 -7.015  0.34
H7 -5.586 -2.427 -7.290  0.37
H8 -3.730 -0.399 -5.997  0.34
H9 -4.850 -1.438 -5.215  0.41
H10 -5.582 0.847 -4.375  0.30
H11 -6.271 1.991 -5.622  0.26
H12 -4.633 1.833 -5.460  0.33
O7 1.930 -0.886 6.484  -0.63
H13 1.108 -0.661 6.049  0.31
H14 2.370 -0.045 6.614  0.32
O8 0.401 -8.285 -3.530  -0.64
H15 -0.436 -7.989 -3.173  0.33
H16 0.587 -9.099 -3.062  0.31
O9 9.219 -3.221 -1.951  -0.65
H17 9.609 -3.088 -2.815  0.33
H18 9.228 -2.352 -1.548  0.32
O10 5.123 9.345 3.705  -0.63
H19 4.611 8.567 3.486  0.31
H20 5.575 9.115 4.517  0.32
O11 1.183 8.653 -2.864  -0.63
H21 0.278 8.925 -2.714  0.32
H22 1.392 8.090 -2.118  0.31
O12 -7.557 2.879 4.665  -0.63
H23 -8.032 2.307 4.063  0.32
H24 -6.658 2.880 4.336  0.31
O13 -3.363 -6.677 -1.301  -0.63
H25 -2.757 -6.242 -0.702  0.31
H26 -3.391 -7.585 -0.997  0.32
O14 -3.206 5.734 6.756  -0.63
H27 -2.992 5.149 6.029  0.31
H28 -3.398 6.574 6.339  0.32
O15 5.070 3.638 6.273  -0.63
H29 5.537 4.411 6.590  0.32
H30 4.587 3.947 5.506  0.31
O16 2.974 -5.705 5.150  -0.65
H31 2.879 -4.874 5.616  0.33
H32 2.091 -5.911 4.845  0.32
O17 7.780 -0.478 5.034  -0.63
H33 7.393 -0.535 4.160  0.31
H34 7.337 0.265 5.444  0.32
O18 9.007 -5.241 3.383  -0.65
H35 9.642 -5.704 3.930  0.33
H36 9.188 -4.314 3.538  0.33
C11 -4.191 9.050 1.056  -0.51
O19 -3.300 8.207 0.383  -0.49
H37 -5.039 8.438 1.364  0.24
H38 -3.809 9.458 1.991  0.24
H39 -4.619 9.779 0.367  0.23
H40 -2.962 7.575 1.021  0.29
C12 3.534 -2.087 -5.067  -0.48
O20 3.922 -3.432 -4.937  -0.51
H41 2.449 -1.990 -5.100  0.23
H42 4.005 -1.470 -4.301  0.20
H43 3.842 -1.669 -6.026  0.26
H44 3.446 -4.010 -5.538  0.30
C13 -3.928 -4.017 4.852  -0.62
O21 -2.993 -4.695 4.104  -0.48
H45 -3.640 -3.045 5.253  0.26
H46 -4.764 -3.657 4.252  0.28
H47 -4.381 -4.456 5.741  0.28
H48 -2.502 -4.162 3.474  0.29

The HOMO energy comes out at -10.73 eV. The net charge is +1.

---

C13H27NO7PS | ωB97M-V with the def2-TZVPD basis set

Each line ends with the natural charge from an NBO analysis.
CARTESIAN COORDINATES (ANGSTROEM)
C1 -3.255 -5.016 1.076  -0.60
C2 -3.181 -3.526 1.415  -0.38
C3 -2.821 -2.710 0.156  -0.44
C4 -3.147 -1.227 0.356  -0.07
O1 -2.070 -0.328 0.042  -0.52
C5 -1.040 -0.403 0.922  0.26
C6 -1.198 -0.094 2.407  -0.14
O2 0.190 -0.184 2.761  -0.50
C7 0.872 0.637 1.847  0.35
S1 0.745 2.292 2.679  0.03
C8 2.350 0.254 1.822  -0.86
P1 2.918 -1.152 0.778  2.31
O3 3.902 -1.900 1.548  -1.04
O4 3.531 -0.556 -0.576  -0.98
O5 1.697 -2.089 0.326  -0.97
N1 0.099 0.533 0.561  -0.42
C9 -0.268 1.781 -0.174  -0.23
C10 0.952 2.418 -0.837  -0.41
C11 0.568 3.199 -2.099  -0.44
C12 1.356 2.808 -3.349  -0.07
O6 2.144 3.940 -3.756  -0.51
C13 3.313 3.598 -4.361  0.63
O7 4.279 4.325 -4.372  -0.52
H1 -3.706 -5.547 1.904  0.22
H2 -2.245 -5.371 0.909  0.21
H3 -3.834 -5.149 0.172  0.21
H4 -2.431 -3.341 2.179  0.19
H5 -4.152 -3.160 1.738  0.20
H6 -3.360 -3.122 -0.688  0.22
H7 -1.763 -2.834 -0.062  0.20
H8 -3.517 -1.029 1.357  0.18
H9 -3.962 -0.964 -0.304  0.22
H10 -0.593 -1.398 0.939  0.20
H11 -1.673 0.846 2.665  0.21
H12 -1.690 -0.939 2.866  0.24
H13 1.727 2.966 2.067  0.13
H14 2.612 -0.003 2.838  0.32
H15 2.950 1.115 1.552  0.26
H16 4.108 0.182 -0.355  0.52
H17 1.487 -1.935 -0.606  0.50
H18 0.584 0.008 -0.167  0.43
H19 -0.958 1.510 -0.963  0.25
H20 -0.803 2.466 0.469  0.25
H21 1.494 3.037 -0.133  0.22
H22 1.621 1.599 -1.110  0.19
H23 0.684 4.259 -1.917  0.26
H24 -0.482 3.068 -2.340  0.22
H25 1.975 1.940 -3.145  0.17
H26 0.681 2.570 -4.164  0.20
H27 3.311 2.624 -4.871  0.11

The HOMO energy comes out at -13.06 eV. The net charge is +1. Its SMILES is CCCCO[C@@H]1CO[C@@](S)(CP(=O)(O)O)[N@@H+]1CCCCOC=O.

---

C17H17Br2F3NO4 | ωB97M-V with the def2-TZVPD basis set

Each line ends with the natural charge from an NBO analysis.
CARTESIAN COORDINATES (ANGSTROEM)
O1 -0.730 3.995 1.620  -0.52
C1 -1.217 3.374 0.712  0.44
C2 -2.520 2.627 0.828  -0.56
C3 -2.419 1.153 0.509  0.13
C4 -1.252 0.538 0.074  -0.22
C5 -1.177 -0.835 -0.231  0.06
C6 0.146 -1.369 -0.714  -0.49
C7 0.981 -2.105 0.337  -0.45
C8 1.326 -1.306 1.594  0.29
F1 1.543 -0.004 1.315  -0.31
Br1 -0.125 -1.460 2.902  -0.01
C9 2.643 -1.851 2.216  0.61
F2 3.662 -1.411 1.474  -0.31
F3 2.637 -3.198 2.162  -0.33
Br2 3.010 -1.348 4.061  0.00
C10 -2.315 -1.627 -0.103  -0.19
C11 -3.476 -1.031 0.351  -0.13
C12 -3.535 0.325 0.647  -0.18
C13 -4.916 0.644 1.069  0.68
O2 -5.419 1.718 1.257  -0.54
N1 -5.653 -0.601 1.165  -0.69
C14 -4.810 -1.626 0.593  0.68
O3 -5.205 -2.723 0.314  -0.53
H1 -0.723 3.356 -0.276  0.13
H2 -3.230 3.099 0.142  0.25
H3 -2.900 2.756 1.843  0.24
H4 -0.342 1.111 -0.065  0.26
H5 -0.055 -2.092 -1.511  0.21
H6 0.706 -0.537 -1.174  0.35
H7 0.523 -3.048 0.636  0.22
H8 1.931 -2.357 -0.147  0.25
H9 -2.301 -2.683 -0.343  0.22
H10 -5.848 -0.769 2.147  0.40
C15 4.308 -0.111 -1.697  -0.63
C16 3.163 0.562 -2.481  0.14
C17 3.597 2.004 -2.815  -0.63
O4 2.000 0.546 -1.783  -0.98
H11 4.466 0.412 -0.749  0.19
H12 4.052 -1.152 -1.478  0.18
H13 5.255 -0.109 -2.255  0.17
H14 3.123 0.028 -3.465  0.07
H15 3.739 2.568 -1.889  0.19
H16 2.821 2.498 -3.403  0.19
H17 4.534 2.040 -3.389  0.17

The HOMO energy comes out at -3.55 eV. The energy above the lowest of the compared OMol25 structures with the same formula, charge and spin comes out at 0.0 kcal per mole. The net charge is -1.

---

C21H24CdN4S5Sb | ωB97M-V with the def2-TZVPD basis set

Each line ends with the natural charge from an NBO analysis.
CARTESIAN COORDINATES (ANGSTROEM)
Cd1 -0.722 -0.077 -0.577  1.48
C1 -1.781 -0.170 4.740  -0.80
N1 -0.801 -0.736 2.181  -0.65
C2 0.598 -0.666 2.583  -0.25
C3 1.226 0.710 2.333  -0.23
N2 1.613 0.978 0.955  -0.50
C4 2.767 0.190 0.545  -0.43
C5 1.828 2.385 0.748  0.19
C6 3.027 2.975 1.118  -0.25
C7 3.295 4.311 0.866  -0.29
C8 2.331 5.080 0.231  -0.23
C9 1.126 4.519 -0.122  -0.24
C10 0.835 3.166 0.122  -0.20
S1 -0.701 2.570 -0.366  -0.45
C11 -1.335 -2.022 1.866  0.20
C12 -2.514 -2.458 2.453  -0.26
C13 -3.076 -3.681 2.136  -0.21
C14 -2.457 -4.504 1.215  -0.23
C15 -1.292 -4.086 0.613  -0.23
C16 -0.728 -2.842 0.892  -0.20
S2 0.655 -2.387 -0.055  -0.54
H1 -1.328 -1.154 4.793  0.22
H2 -2.811 -0.215 5.081  0.22
H3 -1.221 0.546 5.335  0.20
H4 1.149 -1.433 2.033  0.25
H5 0.682 -0.882 3.664  0.16
H6 2.110 0.793 2.999  0.15
H7 0.503 1.474 2.636  0.24
H8 3.507 0.073 1.355  0.15
H9 3.251 0.676 -0.302  0.19
H10 2.433 -0.799 0.227  0.24
H11 3.782 2.370 1.609  0.20
H12 4.243 4.743 1.162  0.19
H13 2.528 6.122 0.010  0.19
H14 0.368 5.112 -0.613  0.21
H15 -3.043 -1.809 3.134  0.23
H16 -4.003 -3.975 2.604  0.20
H17 -2.908 -5.447 0.929  0.19
H18 -0.805 -4.695 -0.138  0.20
S3 -5.742 -0.015 1.576  -1.05
Sb1 -3.944 0.859 0.425  0.48
S4 -1.802 0.380 2.962  0.44
S5 -3.002 -0.974 -0.829  -1.16
N3 0.539 -0.706 -7.079  -0.80
C17 0.310 -0.497 -5.703  0.21
C18 0.971 0.508 -4.984  -0.33
C19 0.743 0.636 -3.636  0.07
N4 -0.092 -0.163 -2.941  -0.51
C20 -0.713 -1.135 -3.630  0.10
C21 -0.553 -1.340 -4.976  -0.33
H19 0.803 0.143 -7.564  0.37
H20 -0.247 -1.161 -7.528  0.37
H21 1.651 1.181 -5.494  0.20
H22 1.222 1.422 -3.063  0.21
H23 -1.387 -1.756 -3.052  0.25
H24 -1.089 -2.132 -5.482  0.21

The HOMO energy (spin up / spin down) comes out at 1.06 / -0.61 eV. The net charge is -2. Its spin multiplicity is 2.

---

C4H12NO2 | ωB97M-V with the def2-TZVPD basis set

Each line ends with the natural charge from an NBO analysis.
CARTESIAN COORDINATES (ANGSTROEM)
C1 2.742 0.426 -0.500  -0.76
C2 -1.542 0.970 0.263  -0.09
C3 -1.279 -0.237 -0.756  -0.26
C4 1.570 -0.538 -0.336  0.30
N1 -1.620 -1.385 0.084  -0.70
O1 -0.827 0.562 1.424  -0.75
O2 1.784 -1.224 0.725  -0.66
H1 3.474 0.252 0.234  0.19
H2 2.234 1.406 -0.356  0.24
H3 3.270 0.265 -1.445  0.26
H4 -2.608 1.048 0.443  0.19
H5 -1.116 1.896 -0.263  0.21
H6 -1.997 -0.195 -1.591  0.22
H7 -0.304 -0.372 -0.935  0.26
H8 -1.147 -2.292 -0.116  0.44
H9 -2.624 -1.588 0.057  0.44
H10 -1.190 -1.057 0.973  0.47
H11 -0.781 1.323 2.035  0.52
H12 2.467 -1.003 1.395  0.48

The HOMO energy comes out at -12.36 eV. The energy above the lowest of the compared OMol25 structures with the same formula, charge and spin comes out at 106.7 kcal per mole. The net charge is +1.

---

Total energy values, unit Ha, following the record order: -837.12007 -1936.57823 -1064.54472 -2293.61794 -1832.30490 -6461.38834 -3432.67694 -364.46512.
Strongest force on any atom values, unit eV Å⁻¹, following the record order: 12.4 2.2 4.8 6.2 2.7 1.0 1.2 5.7.